Entry 1:
A molecular structure, C8H18F3O9SV. Source: the Open Molecules 2025 dataset; level of theory: wB97M-V/def2-TZVPD.

Last column: Löwdin charge in e.
Cartesian coordinates (Å):
V  -24.442  7.119  -18.655  0.917
C  -20.254  4.461  -18.312  -0.642
F  -19.597  3.642  -17.566  0.168
F  -19.524  5.647  -18.360  0.083
F  -20.486  3.840  -19.453  0.141
S  -21.990  4.772  -17.478  0.540
O  -22.834  5.574  -18.365  -0.388
O  -22.599  3.425  -17.359  -0.347
O  -21.784  5.359  -16.172  -0.314
C  -24.913  9.622  -19.161  -1.085
O  -25.743  8.697  -19.243  -0.146
O  -23.962  9.280  -18.457  -0.117
O  -24.859  10.692  -19.799  -0.077
C  -26.255  3.250  -17.944  -0.043
C  -25.756  4.185  -19.109  -0.264
O  -25.977  5.514  -18.738  -0.137
H  -25.561  3.487  -17.137  0.068
H  -26.276  2.185  -18.175  0.072
H  -27.220  3.564  -17.547  0.064
H  -26.273  4.067  -20.062  0.112
H  -24.700  4.052  -19.345  0.102
H  -26.913  5.584  -18.538  0.114
C  -21.435  6.565  -21.217  -0.051
C  -22.869  6.043  -21.310  -0.297
O  -23.834  6.881  -20.760  -0.106
H  -20.852  6.125  -22.026  0.070
H  -20.861  6.248  -20.346  0.042
H  -21.336  7.650  -21.271  0.089
H  -22.937  5.170  -20.661  0.090
H  -23.130  5.698  -22.310  0.119
H  -24.115  7.418  -21.504  0.127
C  -26.289  7.878  -15.283  -0.060
C  -25.632  6.522  -15.734  -0.246
O  -24.540  7.041  -16.440  -0.143
H  -26.736  8.459  -16.089  0.081
H  -25.608  8.510  -14.712  0.076
H  -27.138  7.726  -14.616  0.056
H  -26.317  5.885  -16.292  0.096
H  -25.269  5.956  -14.876  0.118
H  -23.921  7.341  -15.770  0.119

Results
Energy above the lowest of the compared OMol25 structures with the same formula, charge and spin in kJ/mol: 219.0
E_LUMO (alpha / beta) in eV: 2.5739 / 2.5726
Multiplicity: 4
Kohn-Sham gap (alpha / beta) in eV: 5.9 / 6.1
Charge: -1

***

Entry 2:
A molecular structure, CaH16O8. Source: the Open Molecules 2025 dataset; level of theory: wB97M-V/def2-TZVPD.

Last column: Löwdin charge in e.
Cartesian coordinates (Å):
Ca  -0.029  0.035  -0.019  1.496
O  1.049  1.527  -1.577  0.012
H  1.712  1.358  -2.246  0.105
H  0.570  2.289  -1.903  0.114
O  1.302  1.014  1.712  -0.100
H  2.204  0.707  1.808  0.079
H  1.333  1.935  1.968  0.094
O  -1.389  -0.218  2.155  -0.063
H  -2.251  0.086  2.439  0.094
H  -0.920  -0.403  2.969  0.093
O  2.259  -0.788  -0.165  -0.054
H  2.614  -1.635  0.106  0.108
H  2.974  -0.372  -0.647  0.100
O  -0.117  -2.229  0.561  -0.039
H  -0.095  -3.006  0.002  0.109
H  -0.589  -2.510  1.345  0.101
O  0.315  -1.101  -2.252  0.132
H  1.183  -1.035  -2.650  0.115
H  -0.236  -1.476  -2.940  0.140
O  -2.192  -0.417  -0.821  0.008
H  -2.897  -0.578  -1.448  0.128
H  -2.536  -0.734  0.014  0.077
O  -1.268  2.169  0.438  -0.042
H  -1.428  2.910  -0.146  0.096
H  -1.566  2.470  1.296  0.094

Results
E_LUMO (alpha / beta) in eV: -10.3411 / -19.1116
Multiplicity: 2
Kohn-Sham gap (alpha / beta) in eV: 12.6 / 3.8
Charge: +3

***

Entry 3:
CH4FNO2S2 in the gas phase. Source: the Open Molecules 2025 dataset; level of theory: wB97M-V/def2-TZVPD.

Last column: Löwdin charge in e.
Cartesian coordinates (Å):
C  -1.926  0.131  0.083  -0.265
N  3.466  0.658  -0.026  -0.303
O  0.974  0.308  -0.528  -0.699
O  -0.393  -1.593  0.427  -0.390
F  2.285  -1.745  0.056  -0.476
S  -0.784  -0.561  -0.753  1.062
S  2.194  0.118  0.455  0.885
H  0.534  -2.049  0.470  0.097
H  -2.563  0.893  -0.258  0.025
H  -2.000  -0.060  1.100  0.023
H  3.940  0.498  -0.920  0.041

Results
Energy above the lowest of the compared OMol25 structures with the same formula, charge and spin in kJ/mol: 99.9
E_LUMO in eV: -0.2527
Kohn-Sham gap in eV: 9.6
Charge: 0

***

Entry 4:
2 unconnected molecules or ions with the total composition C4H12. Source: the Open Molecules 2025 dataset; level of theory: wB97M-V/def2-TZVPD.

Last column: Löwdin charge in e.
Cartesian coordinates (Å):
C  -0.482  -0.359  1.214  -0.185
C  -1.692  -0.436  2.115  -0.170
H  -0.411  0.594  0.685  0.059
H  0.439  -0.400  1.799  0.069
H  -0.429  -1.089  0.414  0.051
H  -1.806  -1.449  2.513  0.063
H  -2.636  -0.253  1.595  0.063
H  -1.675  0.234  2.972  0.062
C  0.479  0.106  -2.058  -0.154
C  1.682  0.676  -1.214  -0.150
H  0.043  -0.735  -1.579  0.021
H  -0.287  0.865  -2.201  0.060
H  0.874  -0.121  -3.045  0.056
H  1.501  1.739  -1.101  0.059
H  2.568  0.494  -1.821  0.053
H  1.831  0.132  -0.288  0.042

Results
Energy above the lowest of the compared OMol25 structures with the same formula, charge and spin in kJ/mol: 31.1
E_LUMO in eV: 1.1616
SMILES: CC.CC
Kohn-Sham gap in eV: 12.8
Charge: 0

***

Entry 5:
C6H15N in the gas phase. Source: the Open Molecules 2025 dataset; level of theory: wB97M-V/def2-TZVPD.

Last column: Löwdin charge in e.
Cartesian coordinates (Å):
C  -1.691  1.856  0.252  -0.243
C  -2.264  0.735  -0.596  -0.125
C  -0.112  1.721  0.421  -0.242
N  0.199  0.355  0.762  -0.098
C  1.556  -0.032  0.268  -0.237
C  1.702  -1.542  0.363  -0.248
C  1.024  -2.399  -0.743  -0.118
H  -2.136  1.750  1.248  0.097
H  -1.746  2.922  -0.040  0.102
H  -1.833  0.698  -1.583  0.066
H  -3.305  1.049  -0.779  0.071
H  -2.194  -0.207  -0.063  0.062
H  0.456  1.902  -0.491  0.102
H  0.163  2.465  1.206  0.107
H  -0.185  -0.399  1.292  0.100
H  1.583  0.267  -0.775  0.102
H  2.319  0.437  0.887  0.106
H  1.235  -1.931  1.277  0.102
H  2.753  -1.811  0.167  0.104
H  1.602  -3.286  -0.939  0.053
H  -0.024  -2.683  -0.455  0.076
H  0.895  -1.867  -1.680  0.061

Results
Energy above the lowest of the compared OMol25 structures with the same formula, charge and spin in kJ/mol: 163.1
E_LUMO in eV: 1.1824
SMILES: CCCNCCC
Kohn-Sham gap in eV: 9.2
Charge: 0

***

Entry 6:
C6H3FO3 in the gas phase. Source: the Open Molecules 2025 dataset; level of theory: wB97M-V/def2-TZVPD.

Last column: Löwdin charge in e.
Cartesian coordinates (Å):
O  0.783  -1.911  1.441  0.148
C  0.485  -1.089  0.613  -0.317
C  1.486  -0.506  -0.328  0.027
C  1.312  0.725  -0.788  0.022
C  0.106  1.502  -0.394  -0.318
O  0.067  2.706  -0.416  0.147
C  -1.065  0.689  0.048  -0.134
F  -2.251  1.294  -0.013  0.128
C  -0.913  -0.552  0.509  -0.178
O  -1.917  -1.309  1.018  0.099
H  2.350  -1.110  -0.567  0.125
H  2.017  1.229  -1.435  0.125
H  -2.460  -1.667  0.310  0.128

Results
E_LUMO in eV: -1.3968
SMILES: O=C1C=CC(=O)C(F)=C1O
Kohn-Sham gap in eV: 9.0
Charge: 0

***

Entry 7:
2 unconnected molecules or ions with the total composition H3O4PSi. Source: the Open Molecules 2025 dataset; level of theory: wB97M-V/def2-TZVPD.

Last column: Löwdin charge in e.
Cartesian coordinates (Å):
O  0.073  1.943  -0.557  -0.458
O  2.338  0.843  -0.249  -0.473
O  0.891  1.364  3.863  -0.711
O  -1.173  -2.131  -0.001  -0.544
Si  0.067  -1.389  -0.447  0.157
P  0.851  0.799  -0.028  0.461
H  0.226  1.527  3.192  -0.257
H  0.318  -0.852  -1.765  -0.110
H  1.275  -2.373  -0.518  -0.064

Results
Energy above the lowest of the compared OMol25 structures with the same formula, charge and spin in kJ/mol: 263.4
E_LUMO in eV: 6.3076
Kohn-Sham gap in eV: 5.9
Charge: -2

***

no.,E_tot (Ha)
1,-2634.661794
2,-1288.070903
3,-1141.839838
4,-159.573145
5,-292.306895
6,-555.969390
7,-933.602685